# 1
Computed, not measured: a molecular structure, C36H27N4O2SiTi at a distorted geometry, with the ωB97M-V functional and the def2-TZVPD basis.

ΔE to the lowest compared entry with this formula, charge and spin = 0.0 kcal/mol
highest occupied orbital energy (alpha / beta) = -0.3822 / -0.3822 hartree
LUMO level (alpha / beta) = -4.417 / -4.416 eV

Geometry as ORCA input:
```
! RIJCOSX wB97M-V def2-TZVPD def2/J DEFGRID3
* xyz 1 1
Ti -0.042 0.929 -0.979
O -2.376 3.532 1.273
C -1.820 2.695 0.561
N -0.514 2.546 0.216
C 0.341 3.588 0.532
C 0.241 4.479 1.582
C 1.281 5.386 1.765
C 2.368 5.346 0.875
C 2.469 4.434 -0.155
C 1.486 3.486 -0.269
N 1.484 2.275 -1.011
C 2.388 2.004 -2.019
O 3.441 2.705 -2.112
C 2.222 0.691 -2.716
C 3.290 -0.001 -3.350
C 3.072 -1.279 -3.863
C 1.788 -1.812 -3.796
C 0.777 -1.091 -3.154
N 0.996 0.110 -2.604
C -2.630 1.616 0.037
C -3.965 1.516 0.499
C -4.731 0.509 -0.004
C -4.200 -0.374 -0.994
C -2.949 -0.134 -1.472
N -2.218 0.957 -1.107
H -0.668 4.446 2.194
H 1.293 6.075 2.617
H 3.167 6.035 1.087
H 3.324 4.396 -0.842
H 4.223 0.510 -3.438
H 3.861 -1.849 -4.372
H 1.540 -2.811 -4.082
H -0.217 -1.541 -2.940
H -4.401 2.332 1.069
H -5.813 0.452 0.255
H -4.671 -1.303 -1.194
H -2.462 -0.823 -2.212
C 3.649 1.167 1.526
C 2.476 1.359 2.277
C 1.398 0.551 2.179
C 1.430 -0.487 1.171
C 2.621 -0.788 0.466
C 3.725 0.077 0.606
Si -0.222 -1.087 0.565
C -0.167 -2.886 -0.227
C -1.243 -3.339 -1.008
C -1.169 -4.425 -1.912
C 0.126 -4.989 -2.161
C 1.172 -4.698 -1.352
C 0.988 -3.664 -0.360
C -1.502 -1.443 1.954
C -2.224 -2.671 1.957
C -3.355 -2.738 2.785
C -3.762 -1.707 3.607
C -2.945 -0.621 3.736
C -1.842 -0.466 2.886
H 4.504 1.877 1.611
H 2.404 2.272 2.906
H 0.550 0.647 2.897
H 2.689 -1.660 -0.158
H 4.653 -0.098 0.111
H -2.228 -2.865 -0.870
H -2.049 -4.725 -2.453
H 0.223 -5.774 -2.909
H 2.202 -5.177 -1.433
H 1.784 -3.591 0.367
H -1.989 -3.501 1.307
H -3.986 -3.626 2.649
H -4.678 -1.646 4.165
H -3.237 0.197 4.337
H -1.368 0.495 2.899
*
```

# 2
Computed, not measured: a molecular structure, C21H26MnN5 at a distorted geometry, with the ωB97M-V functional and the def2-TZVPD basis.

highest occupied orbital energy (alpha / beta) = -0.4934 / -0.5023 hartree
LUMO level (alpha / beta) = -7.526 / -6.806 eV

Geometry as ORCA input:
```
! RIJCOSX wB97M-V def2-TZVPD def2/J DEFGRID3
* xyz 2 5
Mn 0.061 -0.011 0.151
C 2.465 -0.445 -1.326
N 1.938 0.668 -0.490
C 2.903 0.986 0.586
C 1.625 1.840 -1.322
C 2.602 2.737 -1.706
C 2.274 3.833 -2.488
C 0.952 4.027 -2.850
C -0.030 3.123 -2.479
C 0.284 1.986 -1.731
N -0.576 0.965 -1.290
C -1.868 0.625 -1.719
C -2.713 1.339 -2.572
C -3.983 0.876 -2.875
C -4.455 -0.312 -2.344
C -3.630 -1.047 -1.508
C -2.360 -0.594 -1.207
N -1.425 -1.398 -0.408
C -0.706 -2.354 -1.293
C -2.087 -2.135 0.691
H 3.479 -0.221 -1.663
H 2.498 -1.366 -0.739
H 1.837 -0.577 -2.205
H 3.894 1.184 0.178
H 2.572 1.863 1.138
H 2.992 0.138 1.263
H 3.633 2.594 -1.409
H 3.042 4.526 -2.800
H 0.669 4.897 -3.426
H -1.044 3.346 -2.753
H -2.406 2.271 -3.008
H -4.610 1.459 -3.535
H -5.443 -0.676 -2.585
H -3.992 -1.986 -1.111
H -1.393 -3.123 -1.650
H -0.308 -1.828 -2.158
H 0.100 -2.842 -0.740
H -2.681 -2.964 0.307
H -1.334 -2.548 1.360
H -2.740 -1.466 1.246
N -0.040 -0.011 6.098
C 0.081 -0.178 4.784
C 0.998 -1.103 4.229
C 1.105 -1.229 2.874
N 0.362 -0.510 2.010
C -0.531 0.365 2.537
C -0.706 0.568 3.871
H 0.497 -0.565 6.745
H -0.691 0.654 6.479
H 1.622 -1.712 4.869
H 1.805 -1.932 2.441
H -1.147 0.936 1.830
H -1.439 1.280 4.226
*
```

# 3
Computed, not measured: C6H14O3 in the gas phase at a distorted geometry, with the ωB97M-V functional and the def2-TZVPD basis.

SMILES = CC(C)(O)C(C)(C)OO
ΔE to the lowest compared entry with this formula, charge and spin = 97.6 kcal/mol
highest occupied orbital energy = -0.3502 hartree
LUMO level = 0.790 eV

Geometry as ORCA input:
```
! RIJCOSX wB97M-V def2-TZVPD def2/J DEFGRID3
* xyz 0 1
C 1.385 0.241 -1.485
C 0.713 0.428 -0.142
C 0.492 1.884 0.207
O 1.653 -0.150 1.044
C -0.365 -0.536 0.253
C -1.182 -0.189 1.482
C -0.131 -2.026 0.100
O -1.292 -0.228 -1.103
O -2.065 0.972 -1.085
H 0.784 0.732 -2.247
H 1.498 -0.804 -1.761
H 2.371 0.703 -1.451
H 0.326 2.003 1.274
H -0.362 2.271 -0.343
H 1.378 2.451 -0.069
H 2.169 -0.881 0.683
H -1.668 0.775 1.356
H -0.530 -0.142 2.350
H -1.937 -0.956 1.650
H -1.087 -2.500 -0.113
H 0.545 -2.269 -0.715
H 0.266 -2.425 1.031
H -2.960 0.648 -0.916
*
```

# 4
Computed, not measured: a molecular structure, C23H17Cl5LaN6O6S2 at a distorted geometry, with the ωB97M-V functional and the def2-TZVPD basis.

ΔE to the lowest compared entry with this formula, charge and spin = 30.6 kcal/mol
highest occupied orbital energy = -0.1921 hartree
LUMO level = 2.334 eV

Geometry as ORCA input:
```
! RIJCOSX wB97M-V def2-TZVPD def2/J DEFGRID3
* xyz -1 1
La 1.032 -1.183 -0.276
C -4.585 1.438 5.658
C -3.542 1.268 4.582
C -3.339 0.035 3.973
C -2.358 -0.138 3.006
C -1.566 0.951 2.652
C -1.754 2.200 3.239
C -2.745 2.345 4.197
S -0.263 0.754 1.498
O 0.123 2.057 1.023
O -0.854 -0.082 0.406
N 0.961 0.042 2.132
C 0.767 -1.184 2.971
C 0.456 -2.342 2.040
O -0.682 -2.763 1.920
O 1.455 -2.676 1.246
H -5.219 0.554 5.736
H -5.227 2.299 5.459
H -4.119 1.601 6.632
H -3.957 -0.809 4.259
H -2.204 -1.100 2.529
H -1.135 3.034 2.931
H -2.905 3.316 4.657
H -0.030 -1.061 3.701
H 1.703 -1.374 3.488
Cl 3.389 1.305 0.532
C 4.265 -0.113 -0.015
C 3.512 -1.129 -0.538
C 4.207 -2.233 -0.933
Cl 3.250 -3.620 -1.541
C 5.590 -2.351 -0.882
Cl 6.400 -3.788 -1.432
C 6.318 -1.284 -0.360
Cl 8.048 -1.368 -0.271
C 5.648 -0.148 0.091
Cl 6.535 1.180 0.776
O -1.286 5.586 -4.261
C -1.950 4.542 -3.690
O -3.094 4.693 -3.363
C -1.185 3.264 -3.552
C 0.040 3.031 -4.172
C 0.699 1.822 -4.030
C 0.158 0.781 -3.257
S 0.988 -0.778 -3.119
C -1.073 1.037 -2.637
C -1.732 2.249 -2.785
H -0.364 5.332 -4.392
H 0.504 3.779 -4.809
H 1.651 1.659 -4.520
H -1.515 0.266 -2.015
H -2.685 2.425 -2.301
N 0.442 -4.846 -3.205
N -0.422 -3.986 -2.520
N -1.679 -3.844 -2.862
C -2.087 -2.963 -1.946
N -1.105 -2.618 -1.112
N -0.049 -3.294 -1.499
H 0.274 -4.654 -4.188
H 1.380 -4.546 -2.945
H -3.089 -2.570 -1.903
*
```

# 5
Computed, not measured: 27 unconnected molecules or ions with the total composition C16H70ClFN2O29PS at a distorted geometry, with the ωB97M-V functional and the def2-TZVPD basis.

highest occupied orbital energy = -0.3940 hartree
LUMO level = -5.436 eV

Geometry as ORCA input:
```
! RIJCOSX wB97M-V def2-TZVPD def2/J DEFGRID3
* xyz 1 1
C 3.635 -0.350 3.407
C 2.242 0.387 2.905
C 2.323 0.744 1.281
F 3.597 1.536 1.096
C 1.080 1.765 0.809
N 0.121 2.057 1.888
N -0.947 2.845 1.584
P -2.082 3.155 2.973
S -3.563 1.868 2.751
C -1.089 3.397 0.208
C -2.423 4.374 -0.046
O -2.105 5.819 0.081
O -1.474 6.016 1.206
C -0.130 3.233 -1.101
Cl -0.373 4.021 -2.772
C 1.174 2.238 -0.748
C 2.320 1.835 -1.848
C 1.575 0.852 -2.962
O 0.967 1.338 -4.069
C 1.560 -0.815 -2.838
C 0.111 -1.630 -2.968
C 0.054 -3.275 -2.895
C 1.409 -4.211 -2.704
C 2.852 -3.382 -2.548
C 2.920 -1.717 -2.627
H 4.146 -0.843 2.472
H 3.487 -1.086 4.304
H 4.343 0.522 3.779
H 1.267 -0.235 3.160
H 2.173 1.395 3.536
H 2.380 -0.215 0.610
H -2.664 4.473 2.945
H -1.474 2.835 4.255
H -2.716 4.224 -1.195
H -3.366 4.034 0.556
H -0.553 6.383 1.065
H 3.241 1.252 -1.422
H 2.738 2.822 -2.359
H -0.926 -1.065 -3.127
H -0.963 -3.870 -3.015
H 1.367 -5.386 -2.686
H 3.832 -4.044 -2.383
H 3.983 -1.216 -2.547
O -1.292 -4.834 -0.931
H -1.643 -3.936 -0.827
H -2.076 -5.400 -0.866
O -0.359 2.259 -7.134
H 0.569 2.528 -7.214
H -0.378 1.726 -6.324
O -1.431 5.142 -6.679
H -1.210 4.226 -6.906
H -0.572 5.588 -6.640
O -2.383 0.849 -4.173
H -1.504 1.228 -4.325
H -2.721 0.676 -5.064
O 3.723 4.347 0.580
H 3.804 3.427 0.286
H 4.540 4.508 1.075
O -2.942 7.168 4.440
H -3.860 6.863 4.505
H -2.663 6.882 3.557
O 3.747 -0.629 6.700
H 4.675 -0.359 6.619
H 3.728 -1.162 7.509
O -3.852 -4.631 -1.856
H -3.443 -4.021 -2.488
H -4.792 -4.395 -1.877
O -4.563 2.186 5.927
H -5.480 1.881 5.992
H -4.284 1.900 5.044
O 6.589 5.881 0.500
H 6.841 6.768 0.798
H 6.309 6.012 -0.418
O 5.830 -4.142 -1.612
H 6.757 -3.872 -1.693
H 5.810 -4.675 -0.803
O 4.316 -1.794 -5.799
H 4.325 -0.829 -5.712
H 3.817 -2.093 -5.024
O -5.526 4.481 0.302
H -5.877 5.379 0.406
H -6.310 3.915 0.367
O 0.403 -7.149 -3.282
H -0.222 -7.301 -2.558
H 0.027 -7.647 -4.024
O 3.442 2.935 4.867
H 2.844 3.468 4.322
H 3.274 3.244 5.770
O 6.748 -3.725 -6.387
H 7.372 -3.232 -6.940
H 5.989 -3.128 -6.302
O -7.123 -4.541 -1.667
H -7.748 -4.694 -0.942
H -7.498 -5.039 -2.408
O -6.527 -7.132 -3.314
H -6.446 -8.052 -3.608
H -5.710 -6.972 -2.819
O -3.558 1.629 8.573
H -3.306 2.516 8.870
H -3.838 1.760 7.655
O 4.120 5.683 -2.037
H 3.495 5.531 -1.312
H 3.745 5.185 -2.779
O -7.961 -5.588 1.398
H -7.033 -5.318 1.317
H -7.980 -6.121 2.207
O 2.953 2.490 8.060
H 3.035 1.570 7.766
H 3.771 2.650 8.555
O -4.105 -8.446 -1.854
H -4.096 -7.481 -1.768
H -4.605 -8.746 -1.080
O -9.448 -7.486 2.805
H -10.073 -7.638 3.530
H -9.824 -7.983 2.063
O 0.510 3.215 5.445
H 0.519 4.180 5.531
H 0.010 2.915 6.219
O 8.203 -2.567 -2.501
H 8.455 -1.679 -2.203
H 7.923 -2.435 -3.419
*
```

# 6
Computed, not measured: a molecular structure, C14H14MoN4O2S5 at a distorted geometry, with the ωB97M-V functional and the def2-TZVPD basis.

ΔE to the lowest compared entry with this formula, charge and spin = 0.8 kcal/mol
highest occupied orbital energy (alpha / beta) = -0.5254 / -0.5178 hartree
LUMO level (alpha / beta) = -6.856 / -9.338 eV

Geometry as ORCA input:
```
! RIJCOSX wB97M-V def2-TZVPD def2/J DEFGRID3
* xyz 2 3
Mo 0.126 -0.658 1.381
O -0.782 0.144 -0.262
N -2.049 0.343 -0.209
N -2.555 -0.063 0.869
O -1.728 -0.565 1.834
C -3.958 0.081 1.178
C -4.879 -0.066 0.156
C -6.219 0.111 0.456
C -6.611 0.414 1.753
C -5.665 0.547 2.761
C -4.319 0.382 2.478
H -4.551 -0.310 -0.846
H -6.959 0.003 -0.325
H -7.660 0.547 1.981
H -5.975 0.789 3.769
H -3.569 0.497 3.247
C 0.984 2.739 0.557
C 1.867 1.918 1.426
N 1.725 0.635 1.810
C 2.835 0.327 2.613
C 3.619 1.413 2.707
N 2.991 2.392 1.961
H 0.227 2.133 0.074
H 1.576 3.217 -0.224
H 0.498 3.525 1.137
H 2.993 -0.648 3.031
H 4.551 1.575 3.220
H 3.331 3.334 1.830
C -0.734 -2.051 4.578
S 0.645 -2.113 3.397
C 0.474 -3.711 2.669
C 0.514 -3.865 1.288
S 0.552 -2.557 0.137
S 0.474 -5.470 0.731
C 0.438 -6.240 2.281
S 0.272 -7.844 2.489
S 0.411 -5.120 3.597
H -0.506 -1.225 5.248
H -0.770 -2.972 5.155
H -1.666 -1.877 4.048
*
```

# 7
Computed, not measured: C18H20N4O2 in the gas phase at a distorted geometry, with the ωB97M-V functional and the def2-TZVPD basis.

SMILES = COC[C@@H](CNCCc1ccc(C(C#N)=C(C#N)C#N)cc1)OC
ΔE to the lowest compared entry with this formula, charge and spin = 107.1 kcal/mol
highest occupied orbital energy = -0.3183 hartree
LUMO level = -2.062 eV

Geometry as ORCA input:
```
! RIJCOSX wB97M-V def2-TZVPD def2/J DEFGRID3
* xyz 0 1
C 3.145 -5.757 -0.019
O 2.248 -4.706 0.387
C 2.500 -3.440 -0.259
C 1.457 -2.340 0.112
C 1.717 -1.787 1.548
N 0.738 -0.680 1.884
C -0.603 -0.884 2.417
C -1.139 0.455 2.930
C -1.353 1.460 1.765
C -0.576 2.622 1.696
C -0.759 3.515 0.689
C -1.656 3.284 -0.380
C -1.805 4.261 -1.495
C -1.903 5.611 -1.077
N -2.064 6.671 -0.661
C -1.885 3.973 -2.881
C -1.813 2.627 -3.355
N -1.762 1.550 -3.809
C -2.074 4.986 -3.845
N -2.143 5.775 -4.709
C -2.505 2.138 -0.252
C -2.376 1.298 0.803
O 1.533 -1.256 -0.835
C 0.681 -1.414 -1.981
H 4.135 -5.657 0.494
H 3.348 -5.747 -1.107
H 2.702 -6.709 0.215
H 2.472 -3.596 -1.358
H 3.514 -3.038 -0.015
H 0.435 -2.710 0.092
H 1.689 -2.598 2.261
H 2.726 -1.386 1.569
H 0.745 0.013 1.130
H -1.273 -1.287 1.658
H -0.589 -1.646 3.213
H -0.452 0.882 3.694
H -2.110 0.294 3.376
H 0.244 2.759 2.417
H -0.222 4.460 0.735
H -3.304 1.955 -1.014
H -3.055 0.451 0.872
H -0.359 -1.593 -1.654
H 0.694 -0.555 -2.662
H 1.058 -2.256 -2.591
*
```